Model a:
Density functional theory data (wB97M-V/def2-TZVPD) for a molecular structure, C22H13ClIN3NiO4S.

Output
LUMO level (alpha / beta)	3.903 / 3.903	eV
frontier orbital gap (alpha / beta)	4.679 / 4.790	eV
molecular weight	636.48	g/mol
total charge	-2
multiplicity	3
⟨S²⟩	2.022
HOMO level (alpha / beta)	-0.8 / -0.9	eV

Each line ends with the Löwdin spin population.
Positions of all 46 atoms, in Å:
Ni: 0.40462 0.03192 0.74337  1.5151
Cl: -1.06098 -5.74897 4.24602  -0.0001
C: -0.25357 -4.35975 3.54235  -0.0018
C: 1.08713 -4.18534 3.74402  0.0007
C: 1.77065 -3.09095 3.20520  -0.0003
I: 3.81294 -2.87879 3.55688  -0.0002
C: 1.13602 -2.11176 2.42122  0.0022
O: 1.69174 -1.10543 1.90422  0.0238
C: -0.29913 -2.32449 2.23709  0.0010
N: -0.91732 -1.37148 1.51079  0.0294
C: -2.20367 -1.46088 1.27533  -0.0028
C: -2.97434 -2.52819 1.75737  0.0016
C: -2.37656 -3.50685 2.50391  -0.0046
C: -0.99447 -3.42872 2.77645  0.0009
H: 1.63152 -4.91116 4.33394  0.0001
H: -2.63971 -0.65935 0.69114  -0.0005
H: -4.03229 -2.56654 1.53326  0.0005
H: -2.94578 -4.34222 2.88961  -0.0003
O: 2.87096 -2.64007 -4.66535  0.0000
S: 1.52407 -2.25838 -4.30219  0.0000
O: 0.47973 -2.75755 -5.17119  -0.0001
N: 1.20530 -2.54236 -2.75330  -0.0006
C: 1.00347 -1.41718 -2.06051  0.0010
O: 0.73072 -1.37613 -0.85073  0.0115
C: 1.11822 -0.16438 -2.90894  -0.0003
C: 0.95544 1.15887 -2.52823  -0.0015
C: 1.11149 2.13704 -3.50598  -0.0002
C: 1.41889 1.80178 -4.82226  -0.0001
C: 1.57550 0.47187 -5.19793  -0.0001
C: 1.41671 -0.48505 -4.21743  0.0000
H: 0.69558 1.41956 -1.50298  -0.0013
H: 0.98859 3.17891 -3.23459  0.0001
H: 1.53430 2.58703 -5.56092  0.0000
H: 1.80910 0.19433 -6.21812  0.0000
N: -0.00285 1.74196 0.62510  0.2673
C: -0.45544 2.94452 0.91178  0.0556
C: -0.44314 3.49484 2.24021  0.0319
C: -0.90450 4.76379 2.52208  0.0032
C: -1.41909 5.60086 1.52723  0.0299
C: -1.45410 5.09929 0.22469  0.0025
C: -0.99934 3.83196 -0.08090  0.0320
H: -0.04490 2.86471 3.02837  0.0005
H: -0.86377 5.11780 3.54963  -0.0002
H: -1.77972 6.59632 1.75797  0.0027
H: -1.85409 5.71734 -0.57595  -0.0004
H: -1.05391 3.46727 -1.10174  0.0021

=====

Model b:
Density functional theory data (wB97M-V/def2-TZVPD) for a molecular structure, C22H13ClIN3NiO4S.

Output
LUMO level (alpha / beta)	4.188 / 4.189	eV
frontier orbital gap (alpha / beta)	3.361 / 5.302	eV
molecular weight	636.48	g/mol
total charge	-2
multiplicity	3
⟨S²⟩	2.030
HOMO level (alpha / beta)	0.8 / -1.1	eV

Each line ends with the Löwdin spin population.
Positions of all 46 atoms, in Å:
Ni: 0.05861 0.37910 0.25785  0.9719
Cl: 3.65423 -0.60468 5.88184  0.0031
C: 3.12846 -0.47592 4.19702  0.0303
C: 4.09775 -0.37391 3.22459  0.0419
C: 3.71028 -0.26522 1.89230  0.0081
I: 5.17812 -0.13158 0.40747  0.0022
C: 2.36214 -0.23818 1.48722  0.0566
O: 1.97586 -0.14158 0.25365  0.0568
C: 1.39362 -0.36456 2.53505  0.0559
N: 0.07747 -0.37094 2.10718  0.2369
C: -0.89659 -0.50622 3.05121  0.1230
C: -0.63130 -0.60648 4.38983  0.0866
C: 0.70062 -0.59153 4.86292  0.2602
C: 1.74848 -0.47993 3.90102  0.0335
H: 5.14357 -0.37635 3.49944  0.0033
H: -1.91544 -0.54029 2.67838  0.0088
H: -1.45999 -0.69983 5.08318  0.0013
H: 0.93008 -0.65921 5.91562  0.0212
O: -3.25160 5.62633 -0.15014  -0.0001
S: -2.64261 4.91031 -1.24473  -0.0001
O: -2.59843 5.60138 -2.51099  0.0000
N: -1.23021 4.27694 -0.85628  -0.0010
C: -1.26339 2.94113 -0.80146  0.0009
O: -0.27567 2.22499 -0.57622  0.0111
C: -2.64115 2.36287 -1.12332  0.0000
C: -3.07795 1.03986 -1.15721  -0.0004
C: -4.37208 0.80357 -1.64737  0.0002
C: -5.21613 1.84734 -1.99693  -0.0001
C: -4.80599 3.17005 -1.88685  0.0003
C: -3.51050 3.37589 -1.45810  -0.0001
H: -1.25404 0.07344 -1.04851  -0.0085
H: -4.70890 -0.21837 -1.75550  0.0000
H: -6.20353 1.61800 -2.38201  0.0000
H: -5.45993 3.99817 -2.12552  0.0000
N: -2.24149 0.00049 -0.75791  0.0009
C: -2.63566 -1.25766 -0.29489  -0.0009
C: -1.75952 -2.33142 -0.45930  -0.0026
C: -2.08550 -3.58257 0.03421  -0.0007
C: -3.28976 -3.79525 0.69348  0.0013
C: -4.14753 -2.72164 0.88126  0.0004
C: -3.82666 -1.45911 0.40133  0.0002
H: -0.80376 -2.15958 -0.93980  -0.0025
H: -1.38100 -4.39568 -0.08966  0.0000
H: -3.54296 -4.77522 1.07696  0.0000
H: -5.07214 -2.85561 1.43112  -0.0001
H: -4.48499 -0.62233 0.59276  0.0000

=====

The data favor model a; the next most stable structure lies 0.228 eV above it.

=====

Model a:
Density functional theory data (wB97M-V/def2-TZVPD) for 2 unconnected molecules or ions with the total composition C5H14NO.

Output
LUMO level (alpha / beta)	-9.328 / -12.952	eV
frontier orbital gap (alpha / beta)	10.323 / 6.688	eV
molecular weight	104.17	g/mol
total charge	+2
multiplicity	2
⟨S²⟩	0.758
HOMO level (alpha / beta)	-19.7 / -19.6	eV

Each line ends with the Löwdin spin population.
Positions of all 21 atoms, in Å:
C: 0.28856 -0.43364 2.28494  0.0001
C: -0.45924 0.14978 1.01183  -0.0003
C: -0.37537 1.66879 1.07205  0.0039
N: 0.39332 -1.90981 2.18146  0.0000
H: 1.31983 -0.07000 2.29252  0.0001
H: -0.18366 -0.16547 3.21675  0.0000
H: -1.50497 -0.14285 0.93987  0.0006
H: 0.23489 -0.21834 0.23642  -0.0011
H: -0.98220 1.97630 1.93891  0.0009
H: 0.66083 1.96582 1.04346  0.0002
H: -0.88477 2.06077 0.09272  0.0018
H: -0.46784 -2.47476 2.30687  0.0000
H: 0.75517 -2.19616 1.26639  0.0000
H: 1.05393 -2.27625 2.89008  0.0000
O: 0.68182 1.08520 -1.68175  0.6675
C: -0.27198 0.49744 -2.11736  0.1347
C: -0.22864 -0.56973 -3.22889  0.1130
H: -1.28175 0.73543 -1.76859  0.0715
H: -1.23820 -1.06782 -3.33224  0.0033
H: 0.52933 -1.30759 -2.94844  0.0017
H: 0.06158 -0.00783 -4.12640  0.0021

=====

Model b:
Density functional theory data (wB97M-V/def2-TZVPD) for 2 unconnected molecules or ions with the total composition C5H14NO.

Output
LUMO level (alpha / beta)	-8.359 / -14.212	eV
frontier orbital gap (alpha / beta)	10.577 / 4.722	eV
molecular weight	104.17	g/mol
total charge	+2
multiplicity	2
⟨S²⟩	0.753
HOMO level (alpha / beta)	-18.9 / -18.9	eV

Each line ends with the Löwdin spin population.
Positions of all 21 atoms, in Å:
C: 1.55866 1.00081 1.76460  0.2338
C: 1.81318 -0.15743 0.89966  0.2409
C: 1.43972 0.12929 -0.59727  0.1698
C: -0.08490 0.34691 -0.78862  0.0528
C: -1.77640 -0.91619 -1.89984  0.0033
N: -0.78253 -0.90956 -1.11725  0.0040
H: 2.53004 1.26452 2.29277  0.1155
H: 1.52996 1.98247 1.24046  0.0655
H: 0.73218 0.95578 2.45729  0.0053
H: 2.93465 -0.29691 0.72741  0.0903
H: 1.29722 -1.03755 1.27627  0.0010
H: 1.97007 0.97638 -1.03855  -0.0012
H: 1.73780 -0.66521 -1.29316  0.0037
H: -0.59764 0.72850 0.09674  0.0020
H: -0.23234 1.03444 -1.61970  0.0120
H: -2.42293 -1.76407 -2.10666  0.0006
H: -2.14248 -0.04438 -2.43687  0.0005
H: -0.43142 -1.75095 -0.67896  0.0001
H: -3.08869 -0.88649 1.48201  0.0000
H: -3.31223 0.32970 0.51988  0.0000
O: -2.67195 -0.32008 0.81978  0.0000

=====

The data favor model a; the next most stable structure lies 1.443 eV above it.

=====

Model a:
Density functional theory data (wB97M-V/def2-TZVPD) for 4 unconnected molecules or ions with the total composition C17H29NO3.

Output
LUMO level	0.578	eV
frontier orbital gap	10.022	eV
molecular weight	295.42	g/mol
total charge	0
multiplicity	1
SMILES	c1ccncc1.C1CCOC1.C1CCOC1.C1CCOC1
HOMO level	-9.4	eV

Each line ends with the natural charge from an NBO analysis.
Positions of all 50 atoms, in Å:
C: -2.47431 -0.71774 -2.67942  -0.4334
C: -2.45889 0.80296 -2.47937  -0.4272
C: -2.24554 1.24356 -3.92219  -0.0702
O: -1.45596 0.24215 -4.55037  -0.5348
C: -1.33680 -0.86361 -3.65586  -0.0678
H: -3.43753 -1.03414 -3.08593  0.2020
H: -2.33020 -1.25250 -1.73841  0.2254
H: -1.61716 1.06180 -1.83452  0.2004
H: -3.37958 1.18744 -2.04693  0.2168
H: -1.80964 2.22820 -4.08879  0.1846
H: -3.23809 1.25820 -4.40112  0.1587
H: -0.38104 -0.76692 -3.11746  0.1560
H: -1.29786 -1.80967 -4.19494  0.1891
C: 0.96339 0.42856 2.20147  -0.4219
C: 1.77667 0.55487 0.89225  -0.4349
C: 0.75810 0.19008 -0.17959  -0.0783
O: -0.34816 -0.43297 0.48563  -0.5372
C: 0.07078 -0.72803 1.80017  -0.0685
H: 0.38381 1.33734 2.37384  0.2025
H: 1.60906 0.21212 3.04864  0.2182
H: 2.56938 -0.19415 0.97136  0.2035
H: 2.25347 1.52237 0.75354  0.2185
H: 1.13831 -0.47262 -0.96149  0.1778
H: 0.38647 1.08729 -0.68219  0.1762
H: 0.67114 -1.65600 1.81183  0.1512
H: -0.77603 -0.93068 2.45534  0.1960
C: 0.51552 -3.58501 -1.38386  -0.4423
C: -0.31374 -4.87653 -1.37639  -0.4299
C: 0.75687 -5.94485 -1.18138  -0.0663
O: 1.83616 -5.33948 -0.47891  -0.5395
C: 1.67262 -3.90481 -0.44681  -0.0687
H: -0.10592 -2.75575 -1.04439  0.2285
H: 0.92140 -3.35321 -2.37041  0.2030
H: -0.88258 -5.03091 -2.28893  0.2185
H: -0.96762 -4.84042 -0.50303  0.2022
H: 1.10787 -6.32073 -2.15415  0.1595
H: 0.45812 -6.82848 -0.61396  0.1837
H: 2.59902 -3.42236 -0.75243  0.1827
H: 1.44435 -3.67315 0.59718  0.1664
N: 1.18040 5.95656 5.00111  -0.4160
C: 1.89006 5.92729 3.88406  0.0351
C: 1.47857 5.25875 2.73789  -0.2607
C: 0.22000 4.66805 2.74597  -0.1747
C: -0.54324 4.72668 3.89602  -0.2622
C: 0.00262 5.34645 5.01120  0.0364
H: 2.80701 6.50790 3.89635  0.1931
H: 2.09937 5.19889 1.85474  0.2191
H: -0.12540 4.14081 1.86439  0.2156
H: -1.53426 4.29744 3.96432  0.2207
H: -0.51095 5.34896 5.96595  0.1933

=====

Model b:
Density functional theory data (wB97M-V/def2-TZVPD) for a single C17H29NO3 molecule.

Output
LUMO level	0.797	eV
frontier orbital gap	10.240	eV
molecular weight	295.42	g/mol
total charge	0
multiplicity	1
SMILES	C[C@H]1[C@H](C)CCC[C@@H]1NC(=O)COC(=O)CC1CCCC1
HOMO level	-9.4	eV

Each line ends with the natural charge from an NBO analysis.
Positions of all 50 atoms, in Å:
C: 1.94690 3.28470 -4.16174  -0.6016
H: 1.05972 3.79194 -4.52927  0.2076
H: 2.78096 3.98039 -4.22636  0.2077
H: 2.15806 2.43724 -4.81001  0.2042
C: 1.76748 2.81704 -2.71818  -0.2111
C: 3.10915 2.32691 -2.16925  -0.3924
C: 2.98426 1.88142 -0.71830  -0.3920
C: 1.95373 0.76683 -0.60821  -0.4139
C: 0.60037 1.24293 -1.13959  -0.0369
N: -0.39743 0.18989 -0.99162  -0.6270
C: -0.30829 -1.02138 -1.56023  0.6507
O: 0.59590 -1.40756 -2.26906  -0.6231
C: -1.50973 -1.93228 -1.23416  -0.1695
H: -2.43746 -1.44438 -1.55436  0.2086
H: -1.37745 -2.88273 -1.75268  0.2205
O: -1.59306 -2.25092 0.15370  -0.4927
C: -2.23860 -1.41262 0.96230  0.8238
O: -2.73116 -0.37180 0.59413  -0.6370
C: -2.23750 -1.90956 2.38305  -0.4956
H: -1.80316 -2.90828 2.41371  0.2243
H: -3.26863 -1.94383 2.73913  0.2368
C: -1.42748 -0.93856 3.25563  -0.2084
C: 0.02660 -0.80926 2.75848  -0.4164
H: 0.18529 0.11882 2.21036  0.2156
H: 0.26680 -1.63887 2.09104  0.2052
C: 0.89475 -0.89699 4.01275  -0.3980
H: 1.90759 -1.23090 3.79330  0.2129
H: 0.94991 0.07620 4.50323  0.1957
C: 0.12388 -1.87531 4.89179  -0.4008
H: 0.25373 -2.89090 4.51508  0.1952
H: 0.44220 -1.85087 5.93272  0.2125
C: -1.32609 -1.42627 4.71494  -0.4021
H: -1.53857 -0.60113 5.39543  0.2070
H: -2.03343 -2.22655 4.92692  0.2075
H: -1.92665 0.03272 3.21515  0.2172
H: -1.23947 0.40913 -0.47582  0.4314
H: 0.24967 2.08376 -0.53019  0.1961
C: 0.70958 1.70780 -2.60395  -0.2221
C: -0.65812 2.17365 -3.10279  -0.6117
H: -0.96703 3.07848 -2.58164  0.1982
H: -0.63280 2.37788 -4.16874  0.2130
H: -1.40717 1.40412 -2.93134  0.2115
H: 1.03106 0.84935 -3.20032  0.2244
H: 1.84465 0.44771 0.43093  0.2061
H: 2.27490 -0.09324 -1.19584  0.2295
H: 3.94953 1.52920 -0.35015  0.2094
H: 2.67827 2.72886 -0.09911  0.1888
H: 3.84829 3.12722 -2.24777  0.2040
H: 3.45683 1.48788 -2.77517  0.1991
H: 1.43714 3.67100 -2.11391  0.1880

=====

The data favor model b; the next most stable structure lies 3.861 eV above it.

=====

Model a:
Density functional theory data (wB97M-V/def2-TZVPD) for a molecular structure, C10H21N8O2PtSe.

Output
LUMO level	-2.982	eV
frontier orbital gap	6.725	eV
molecular weight	559.37	g/mol
total charge	+1
multiplicity	1
HOMO level	-9.7	eV

Each line ends with the natural charge from an NBO analysis.
Positions of all 43 atoms, in Å:
Pt: -0.28549 -0.16943 -0.16222  1.0128
N: -1.43671 -1.55508 -1.63176  -0.7574
C: -2.21019 -0.86112 -2.67721  -0.2270
C: -2.99788 0.27950 -2.06239  -0.5406
C: -2.12529 1.43760 -1.63621  0.8252
O: -2.69096 2.50072 -1.38407  -0.6736
O: -0.84451 1.24753 -1.59501  -0.7563
H: -0.78990 -2.22908 -2.02919  0.4136
H: -2.06068 -2.05060 -1.00416  0.4018
H: -2.89730 -1.54987 -3.17050  0.2094
H: -1.51155 -0.48137 -3.41897  0.2216
H: -3.53683 -0.06826 -1.17621  0.2356
H: -3.74286 0.66340 -2.75681  0.2555
N: 3.27058 1.71591 3.52840  -0.4956
C: 4.02306 1.30656 2.29474  -0.2439
C: 2.99113 0.89182 1.24555  -0.2504
N: 2.10220 -0.15249 1.71449  -0.6102
C: 1.46959 0.14883 2.98701  -0.2662
C: 2.46495 0.56556 4.06801  -0.2419
H: 2.61732 2.45591 3.26130  0.4318
H: 3.90017 2.08357 4.23716  0.4378
H: 4.67543 0.47490 2.55431  0.2253
H: 4.63234 2.13974 1.94742  0.2328
H: 3.50575 0.54874 0.34982  0.2463
H: 2.38539 1.76517 0.97237  0.2068
H: 2.54733 -1.06217 1.72517  0.3882
H: 0.91414 -0.72715 3.31982  0.2529
H: 0.74865 0.95231 2.82938  0.2268
H: 3.14889 -0.24522 4.31338  0.2247
H: 1.94855 0.88400 4.97215  0.2335
Se: 1.54575 -4.55026 0.48190  -0.1679
C: 0.79357 -2.97295 0.47367  0.1204
N: 0.28957 -1.92138 0.51784  -0.6737
N: -1.81317 4.83047 -0.44280  -0.7727
C: -0.88560 5.02322 0.47330  0.6685
N: -0.59537 6.26901 0.88076  -0.7674
N: -0.16976 4.04415 1.03321  -0.6764
C: -0.35244 2.77468 0.91605  0.5988
N: -0.35387 1.61412 1.05504  -0.6333
H: -2.32031 5.61201 -0.82234  0.4006
H: -2.03334 3.88419 -0.82081  0.4589
H: -1.12772 7.05416 0.55431  0.4068
H: 0.05030 6.39801 1.63780  0.4178

=====

Model b:
Density functional theory data (wB97M-V/def2-TZVPD) for a molecular structure, C10H21N8O2PtSe.

Output
LUMO level (alpha / beta)	-3.389 / -3.257	eV
frontier orbital gap (alpha / beta)	6.723 / 6.836	eV
molecular weight	559.37	g/mol
total charge	+1
multiplicity	1
HOMO level (alpha / beta)	-10.1 / -10.1	eV

Each line ends with the natural charge from an NBO analysis.
Positions of all 43 atoms, in Å:
Pt: 0.46220 1.32798 0.13954  1.1034
N: 1.26350 3.64848 0.19074  -0.7835
C: 0.16950 4.56638 0.52024  -0.2298
C: -1.08370 4.20438 -0.26916  -0.5251
C: -1.53780 2.77338 0.05144  0.7668
O: -2.31770 2.19828 -0.73316  -0.6867
O: -1.15650 2.27238 1.16304  -0.7678
H: 2.03070 3.75318 0.84804  0.4026
H: 1.61260 3.82568 -0.74856  0.3983
H: 0.44570 5.60828 0.31684  0.2026
H: -0.04960 4.46588 1.58534  0.2222
H: -0.92280 4.28618 -1.34596  0.2334
H: -1.89810 4.87918 -0.00066  0.2517
N: -3.26590 -2.43232 0.06414  -0.4943
C: -2.83990 -1.92142 -1.26896  -0.2487
C: -1.44920 -1.28412 -1.11716  -0.2451
N: -1.46120 -0.23682 -0.12886  -0.6663
C: -1.92320 -0.69742 1.16024  -0.2657
C: -3.31620 -1.32972 1.06914  -0.2453
H: -2.56320 -3.11472 0.38034  0.4307
H: -4.17160 -2.90932 -0.00546  0.4405
H: -3.55690 -1.16972 -1.60586  0.2342
H: -2.81880 -2.74072 -1.98866  0.2339
H: -1.13030 -0.85922 -2.06926  0.2512
H: -0.71530 -2.04572 -0.82366  0.2018
H: -2.01910 0.59248 -0.44516  0.4406
H: -1.96030 0.16548 1.82864  0.2783
H: -1.20480 -1.41802 1.56814  0.2084
H: -4.05100 -0.59372 0.73684  0.2336
H: -3.63170 -1.74322 2.02794  0.2344
Se: 4.70980 0.67238 -1.77766  -0.1474
C: 3.03430 0.93148 -1.46006  0.1261
N: 1.87750 1.08198 -1.30736  -0.6537
N: 4.63260 -2.10462 0.38454  -0.7693
C: 3.60010 -2.95192 0.29734  0.6676
N: 3.82650 -4.23442 -0.02046  -0.7664
N: 2.35880 -2.59942 0.52944  -0.6620
C: 1.90230 -1.44332 0.80084  0.5337
N: 1.30350 -0.48752 1.09424  -0.6126
H: 5.55870 -2.36902 0.09694  0.4118
H: 4.45300 -1.12472 0.53364  0.4324
H: 4.74990 -4.56672 -0.23036  0.4079
H: 3.05350 -4.87552 -0.04126  0.4217

=====

The data favor model a; the next most stable structure lies 0.694 eV above it.